[1]
The following is a DFT calculation (wB97M-V/def2-TZVPD) of C44H102F6Li2N6O6 as an isolated structure in a non-equilibrium geometry.

Geometry as XYZ:
```
166
Properties=species:S:1:pos:R:3:mulliken_charge:R:1
Li 7.757 10.689 -6.149 0.5959
Li 5.922 9.074 -6.890 -0.7000
O 7.573 9.519 -7.740 0.8976
H 8.365 9.266 -8.253 -1.0949
O 6.130 10.358 -5.329 -0.4307
H 5.833 10.830 -4.527 -0.3087
C 6.090 8.619 -2.469 -0.3998
C 5.127 8.902 -1.270 -0.7373
N 5.384 8.126 -0.067 0.2720
C 6.715 8.352 0.484 -0.5102
C 6.882 9.612 1.328 -1.1548
C 4.282 8.093 0.878 -0.4940
C 4.450 7.164 2.121 -1.2820
H 7.065 9.084 -2.320 0.4514
H 5.519 9.035 -3.299 -0.3655
H 6.313 7.565 -2.636 0.1442
H 5.244 9.958 -1.027 0.2581
H 4.107 8.824 -1.648 0.3605
H 6.958 7.539 1.168 0.4101
H 7.533 8.447 -0.229 0.1231
H 6.549 10.530 0.845 0.2582
H 6.344 9.562 2.274 0.2637
H 7.936 9.739 1.573 0.4308
H 3.381 7.769 0.358 0.4409
H 4.004 9.054 1.311 0.3745
H 3.474 6.871 2.508 0.3756
H 4.974 7.742 2.882 0.2755
H 5.034 6.255 1.980 0.3300
C 5.383 6.422 -8.885 -1.1055
C 4.303 7.563 -9.031 -1.3601
N 4.012 8.289 -7.734 1.7528
C 3.323 9.520 -7.969 -0.1361
C 4.290 10.628 -8.531 -1.2600
C 3.260 7.344 -6.848 0.0542
C 2.854 7.940 -5.515 -0.7605
H 5.515 5.854 -9.806 0.7074
H 5.066 5.634 -8.202 0.3204
H 6.392 6.776 -8.674 0.0064
H 4.820 8.165 -9.778 0.2874
H 3.341 7.267 -9.449 0.3579
H 2.574 9.395 -8.751 0.1885
H 2.899 9.952 -7.062 -0.1112
H 4.995 10.911 -7.749 0.3235
H 4.852 10.222 -9.371 0.1972
H 3.688 11.499 -8.792 0.5389
H 3.984 6.564 -6.613 -0.3435
H 2.360 6.996 -7.356 0.4146
H 2.512 7.139 -4.859 0.6620
H 2.025 8.626 -5.688 -0.4214
H 3.658 8.459 -4.993 0.0148
C 6.099 17.413 -12.214 -0.9477
C 5.181 17.526 -11.010 -0.7749
N 4.879 16.233 -10.334 0.1480
C 3.978 15.384 -11.129 -0.6004
C 2.580 16.016 -11.377 -1.2741
C 6.033 15.517 -9.787 -0.7762
C 5.528 14.730 -8.505 -0.8823
H 5.626 17.118 -13.151 0.2753
H 6.948 16.833 -11.850 0.2496
H 6.457 18.435 -12.339 0.3976
H 5.646 18.141 -10.239 0.4244
H 4.231 18.035 -11.171 0.4215
H 4.036 14.384 -10.700 0.4475
H 4.524 15.196 -12.053 0.3992
H 2.692 16.925 -11.967 0.3161
H 2.050 16.185 -10.440 0.2700
H 1.922 15.319 -11.897 0.4061
H 6.296 14.744 -10.509 0.3249
H 6.921 16.124 -9.610 0.4733
H 5.904 15.109 -7.555 0.3024
H 4.449 14.594 -8.440 0.4029
H 5.789 13.674 -8.568 0.0198
C 10.863 9.922 -6.086 -1.4514
C 10.314 10.974 -5.145 -0.6961
N 9.461 11.914 -5.813 0.9281
C 8.763 12.706 -4.732 -0.3816
C 9.576 13.632 -3.859 -1.5038
C 9.989 12.739 -6.921 -0.9300
C 8.829 13.471 -7.725 -0.8324
H 11.274 9.208 -5.373 0.4608
H 11.744 10.114 -6.699 0.5179
H 10.144 9.346 -6.668 -0.0099
H 9.816 10.537 -4.279 0.5937
H 11.170 11.469 -4.685 0.2707
H 7.863 13.270 -4.978 0.5184
H 8.237 11.971 -4.122 0.1695
H 8.879 14.210 -3.253 0.4210
H 10.201 13.237 -3.057 0.3135
H 10.189 14.260 -4.505 0.2651
H 10.600 12.024 -7.473 0.3308
H 10.681 13.509 -6.582 0.3401
H 8.176 14.035 -7.060 0.2509
H 8.254 12.635 -8.122 0.0306
H 9.184 14.134 -8.514 0.4960
C 7.340 1.773 -7.810 -1.3408
C 8.091 3.128 -7.852 0.4349
N 8.710 3.320 -9.212 0.1859
C 8.906 4.734 -9.569 0.5740
C 9.964 5.541 -8.882 -1.1057
C 9.926 2.515 -9.371 -0.6072
C 10.391 2.349 -10.851 -1.2161
H 7.959 0.895 -7.997 0.3376
H 6.509 1.729 -8.515 0.3450
H 6.886 1.565 -6.841 0.3907
H 7.400 3.963 -7.740 -0.3648
H 8.806 3.198 -7.032 0.2426
H 9.060 4.824 -10.644 0.3968
H 8.007 5.300 -9.321 -0.8578
H 10.043 6.548 -9.292 0.2903
H 9.725 5.628 -7.822 0.1956
H 10.942 5.077 -9.006 0.4383
H 9.885 1.591 -8.793 0.4644
H 10.589 3.077 -8.713 0.3793
H 10.394 3.347 -11.290 0.2425
H 9.761 1.710 -11.470 0.3213
H 11.431 2.042 -10.963 0.3760
C 0.516 14.156 -5.878 -1.2484
C 0.299 12.653 -6.338 -0.1151
N -0.173 11.738 -5.222 -0.2593
C 1.016 11.458 -4.375 0.1925
C 0.717 10.399 -3.326 -1.5416
C -0.570 10.408 -5.794 0.3685
C -1.507 10.385 -6.907 -1.6958
H 1.001 14.639 -6.726 0.3517
H 1.244 14.296 -5.079 0.3652
H -0.425 14.671 -5.681 0.2986
H -0.583 12.780 -6.965 0.4172
H 1.152 12.299 -6.916 0.0664
H 1.882 11.146 -4.958 0.0127
H 1.181 12.420 -3.891 0.4131
H 0.592 9.404 -3.753 0.3633
H 1.561 10.182 -2.672 0.3263
H -0.060 10.687 -2.618 0.3663
H -1.059 10.048 -4.889 0.3973
H 0.303 9.833 -6.103 -0.1657
H -2.252 11.166 -6.756 0.4206
H -2.010 9.418 -6.885 0.4301
H -1.107 10.662 -7.882 0.3197
C 9.047 10.017 -10.647 -0.3505
C 8.981 9.396 -12.013 -0.5366
O 7.636 8.862 -12.217 -0.1649
C 7.477 7.832 -13.216 0.2900
O 8.393 7.449 -13.976 -0.5441
C 5.971 7.464 -13.393 0.8711
F 5.774 7.426 -14.738 -0.2320
F 5.672 6.283 -12.771 -0.2239
F 5.148 8.397 -12.818 -0.2133
H 9.249 9.275 -9.875 -0.2719
H 8.076 10.424 -10.366 0.1407
H 9.783 10.808 -10.501 0.4366
H 9.658 8.558 -12.175 0.3788
H 9.208 10.117 -12.799 0.3094
C 4.695 4.849 -3.915 -1.0010
C 5.993 4.576 -4.748 0.1135
O 7.248 5.364 -4.600 -0.3910
C 7.416 6.541 -5.054 0.1650
O 6.584 7.137 -5.769 0.7118
C 8.721 7.178 -4.555 0.5207
F 8.800 6.947 -3.276 -0.2244
F 9.813 6.738 -5.241 -0.2819
F 8.757 8.472 -4.745 -0.0293
H 4.543 5.920 -3.774 -0.0176
H 4.928 4.450 -2.927 0.4554
H 3.884 4.366 -4.458 0.3741
H 5.726 4.590 -5.805 -0.2365
H 6.268 3.526 -4.644 0.5087
```

The value obtained for the HOMO energy is -7.866 eV. The net charge is 0. The value obtained for the calculated total energy is -85221.6126 eV. Its molar mass is 939.2 g/mol. For the HOMO-LUMO gap, the calculation gives 8.21 eV.

***

[2]
The following is a DFT calculation (wB97M-V/def2-TZVPD) of C44H111F6N9O13Sr as an isolated structure in a non-equilibrium geometry.

Geometry as XYZ:
```
184
Properties=species:S:1:pos:R:3:mulliken_charge:R:1
Sr 3.161 2.191 2.414 1.2952
C 6.246 2.717 0.101 -0.4580
O 5.778 3.874 -0.684 -0.1320
O 5.584 2.827 1.271 -0.8143
C 6.172 1.441 -0.848 0.6463
F 7.040 0.536 -0.507 -0.3236
F 5.026 0.722 -0.682 -0.0745
F 6.435 1.675 -2.099 -0.2845
C 6.106 5.195 -0.373 -0.4704
C 5.817 6.135 -1.529 -1.0953
H 5.976 7.109 -1.068 0.3786
H 6.526 6.002 -2.346 0.3001
H 4.793 6.041 -1.891 0.1759
H 7.152 5.198 -0.065 0.4322
H 5.626 5.533 0.546 0.2689
H 7.272 3.013 0.318 0.4909
C -0.052 0.477 2.011 0.6823
O 0.940 0.204 1.084 0.9624
O 0.633 1.366 2.827 -0.6063
C -1.331 0.879 1.253 0.1206
F -2.184 -0.209 1.231 -0.1685
F -1.991 1.806 1.871 -0.3179
F -1.189 1.260 -0.001 -0.1500
C 0.924 -1.019 0.384 1.9571
C 2.076 -0.964 -0.672 -0.9592
H 1.853 -0.095 -1.291 -0.0074
H 3.088 -0.825 -0.293 -0.5909
H 2.202 -1.833 -1.317 0.4608
H 0.012 -1.223 -0.178 -1.0157
H 1.194 -1.851 1.034 -0.2791
H -0.398 -0.358 2.620 -0.4335
C -5.469 -3.384 1.443 -1.0296
C -6.367 -2.106 1.272 -0.0295
C -5.495 -0.779 1.197 0.3210
O -6.065 0.155 0.227 -0.4684
C -5.141 0.999 -0.413 -0.0931
N -7.263 -2.184 0.110 -0.8057
H -4.676 -3.356 0.696 -0.0366
H -6.023 -4.317 1.336 0.4820
H -5.297 -3.370 2.520 0.3275
H -7.145 -1.873 1.999 0.3814
H -4.506 -1.126 0.895 -0.3981
H -5.351 -0.217 2.120 0.4002
H -5.763 1.763 -0.879 0.1301
H -4.435 0.430 -1.017 0.1138
H -4.619 1.406 0.454 0.0934
H -6.653 -2.104 -0.691 0.2372
H -7.725 -1.293 0.002 0.3548
C -7.008 4.684 -3.498 -1.2578
C -6.736 5.298 -2.122 0.4290
C -5.191 5.332 -1.769 -0.6747
O -4.718 3.980 -1.793 -0.0868
C -3.346 3.772 -1.594 -1.0282
N -7.470 6.593 -2.068 -0.6565
H -8.053 4.472 -3.725 0.3588
H -6.545 3.698 -3.536 0.2865
H -6.436 5.230 -4.247 0.3343
H -7.201 4.610 -1.417 0.2195
H -5.067 5.763 -0.775 0.2884
H -4.636 5.982 -2.445 0.3164
H -3.173 2.807 -2.071 0.2880
H -3.058 3.494 -0.580 0.3032
H -2.772 4.446 -2.230 0.4267
H -7.569 7.056 -1.176 0.2268
H -7.077 7.250 -2.727 0.2324
C 2.496 3.836 -1.806 -1.7674
C 2.461 3.743 -0.240 0.8355
C 1.199 4.279 0.474 -0.2477
O 1.507 4.188 1.795 0.0151
C 0.572 4.805 2.719 -0.7784
N 2.426 2.293 -0.031 0.9114
H 1.744 3.263 -2.350 0.2873
H 3.394 3.565 -2.362 0.3738
H 2.359 4.845 -2.195 0.4473
H 3.382 4.202 0.120 -0.3208
H 0.364 3.646 0.174 -0.0136
H 0.978 5.335 0.319 0.5147
H 0.968 4.557 3.704 0.1767
H -0.437 4.399 2.646 0.2148
H 0.575 5.890 2.614 0.3481
H 1.508 1.880 0.053 -0.7725
H 2.955 1.779 -0.720 -0.2458
C -1.877 -1.855 -1.705 -1.4831
C -1.046 -3.123 -1.870 1.4238
C -1.658 -4.485 -1.517 -1.5771
O -2.232 -4.598 -0.230 0.0710
C -2.919 -5.804 0.007 -1.0225
N -0.728 -3.156 -3.340 -0.4533
H -1.277 -1.001 -2.020 0.4101
H -2.194 -1.801 -0.664 0.1857
H -2.744 -1.895 -2.364 0.6552
H -0.162 -3.142 -1.233 -0.4485
H -0.937 -5.294 -1.627 0.6379
H -2.383 -4.702 -2.301 0.6033
H -3.978 -5.699 -0.228 0.3139
H -2.707 -6.253 0.978 0.2535
H -2.546 -6.578 -0.663 0.4063
H -1.561 -3.272 -3.900 0.3795
H -0.358 -2.256 -3.607 -0.1503
C -1.808 -0.617 -8.203 -1.7331
C -1.447 -0.667 -6.757 1.2862
C -1.157 0.846 -6.393 -1.1354
O -0.805 0.925 -5.016 -0.0557
C 0.625 0.703 -4.676 -0.1207
N -2.523 -1.260 -5.916 -0.6477
H -0.997 -0.495 -8.921 0.3816
H -2.425 0.246 -8.454 0.3595
H -2.451 -1.390 -8.623 0.4381
H -0.555 -1.287 -6.665 -0.1278
H -2.157 1.265 -6.282 0.3085
H -0.488 1.428 -7.026 0.3241
H 1.278 1.116 -5.445 0.4812
H 0.799 -0.362 -4.522 -0.0774
H 0.753 1.206 -3.718 -0.1813
H -3.234 -0.543 -5.884 0.3262
H -2.233 -1.384 -4.957 0.1277
C -0.555 2.561 5.796 -1.0679
C -0.091 1.337 6.672 0.2073
C -1.477 0.632 7.091 -0.6898
O -2.517 1.434 7.766 -0.3998
C -2.034 1.784 9.063 -0.7447
N 0.663 0.424 5.836 -0.3643
H 0.355 3.158 5.725 0.2436
H -1.215 3.164 6.420 0.4576
H -0.958 2.382 4.799 0.1680
H 0.456 1.697 7.543 0.2242
H -1.157 -0.216 7.696 0.5194
H -1.920 0.173 6.207 0.2369
H -1.264 2.556 9.054 0.2759
H -1.808 0.923 9.692 0.2975
H -2.902 2.313 9.455 0.2969
H 0.536 -0.548 6.078 0.1774
H 0.492 0.556 4.850 0.1027
C 4.271 -2.595 2.339 -1.4322
C 4.347 -1.262 3.089 0.6242
C 5.605 -1.132 3.945 -1.2987
O 5.684 0.142 4.738 -0.2184
C 6.815 0.180 5.586 -0.8248
N 4.288 -0.184 2.104 0.3694
H 4.375 -3.407 3.059 0.4754
H 4.939 -2.656 1.480 0.3613
H 3.305 -2.862 1.910 0.2016
H 3.512 -1.089 3.768 0.1128
H 6.482 -1.166 3.299 0.4211
H 5.717 -1.863 4.746 0.5942
H 7.012 -0.748 6.123 0.3011
H 6.735 0.955 6.348 0.2494
H 7.676 0.512 5.005 0.3137
H 5.257 0.098 2.058 0.2438
H 4.181 -0.492 1.148 -0.5688
C 3.872 -2.757 -4.414 -1.1682
C 3.281 -4.035 -5.060 0.3387
C 2.052 -3.739 -5.959 -0.0200
O 1.469 -4.995 -6.362 -0.4087
C 0.380 -4.774 -7.190 -0.7158
N 4.405 -4.587 -5.726 -0.7225
H 4.812 -2.754 -3.862 0.4358
H 3.157 -2.375 -3.685 0.0078
H 4.010 -1.914 -5.091 0.3798
H 2.858 -4.632 -4.253 0.3058
H 2.321 -3.198 -6.867 0.3189
H 1.328 -3.158 -5.388 -0.1820
H -0.320 -4.067 -6.744 0.1550
H -0.269 -5.617 -7.426 0.3583
H 0.505 -4.457 -8.225 0.3509
H 4.811 -3.977 -6.421 0.2750
H 4.014 -5.328 -6.290 0.3194
C -1.864 -3.481 3.243 -1.7260
C -0.292 -3.446 3.134 2.6611
C 0.404 -3.960 4.436 -1.2998
O 0.415 -2.840 5.353 -0.0625
C 1.143 -3.158 6.531 -0.9168
N 0.010 -4.303 1.994 -0.6317
H -2.420 -3.105 2.384 0.2488
H -2.264 -2.997 4.134 0.5212
H -2.175 -4.512 3.407 0.4370
H 0.072 -2.446 2.899 -1.2065
H 1.413 -4.311 4.219 0.4513
H -0.108 -4.818 4.872 0.3342
H 2.014 -3.775 6.310 0.3591
H 0.665 -3.765 7.299 0.2275
H 1.513 -2.211 6.924 0.3191
H -0.771 -4.233 1.357 -0.0586
H 0.000 -5.293 2.193 0.3345
```

The value obtained for the HOMO energy is -8.237 eV. The net charge is 0. The value obtained for the calculated total energy is -104589.7143 eV. Its molar mass is 1176.0 g/mol. For the energy above the lowest of the compared OMol25 structures with the same formula, charge and spin, the calculation gives 497.2 kJ/mol. For the HOMO-LUMO gap, the calculation gives 8.25 eV.